## a
This record from OMol25 describes a single C3H2FN molecule. The level of theory is ωB97M-V with the def2-TZVPD basis set.

Output
HOMO (alpha / beta)   -8.4 / -8.4 eV
Spin multiplicity   1

```
7
C3H2FN ωB97M-V with the def2-TZVPD basis set
C 0.52969 0.07579 0.17587
C -2.01462 0.28399 -0.00957
C 2.03311 0.52556 0.31719
N -0.81566 0.36867 0.01793
F 2.67023 -0.61120 0.05008
H 0.75062 -0.96831 -0.32516
H -3.15336 0.32550 -0.22634
```


## b
This record from OMol25 describes a single C3H2FN molecule. The level of theory is ωB97M-V with the def2-TZVPD basis set.

Output
HOMO   -8.2 eV
Spin multiplicity   1

```
7
C3H2FN ωB97M-V with the def2-TZVPD basis set
C -0.44032 -0.42346 0.27229
C 1.78918 0.67488 -0.09766
C -1.53839 0.40486 -0.06879
N 0.71210 0.14066 -0.00788
F -2.78561 -0.16751 -0.07418
H -0.47052 -1.52878 0.51577
H 2.73356 0.89934 -0.53955
```


Q: Which of them is the most stable? A: b.


## a
This record from OMol25 describes a gas-phase ion, C6H12O (charge +1). The level of theory is ωB97M-V with the def2-TZVPD basis set.

Output
HOMO (alpha / beta)   -13.7 / -13.7 eV
Spin multiplicity   2
Net charge   +1

```
19
C6H12O ωB97M-V with the def2-TZVPD basis set
C -1.81617 -1.23974 -0.49753
O -0.83615 -2.27933 -0.68853
C -1.25242 0.13898 -0.84810
C -0.83886 0.89872 0.39987
C 0.49391 0.40932 0.94418
C 2.96938 0.65902 0.55535
C 1.63488 0.81497 0.16579
H -2.68375 -1.48282 -1.11393
H -2.00578 -1.37824 0.56112
H -0.74281 -2.52264 -1.61313
H -0.39460 0.03968 -1.52573
H -1.96522 0.63467 -1.51429
H -0.79443 1.98302 0.31121
H -1.62705 0.81559 1.15411
H 0.61886 0.75058 1.99240
H 0.56427 -0.67336 1.11555
H 3.35692 0.24524 1.48127
H 3.81751 0.94051 -0.05888
H 1.50151 1.24583 -0.82071
```


## b
This record from OMol25 describes 2 unconnected molecules or ions with the total composition C6H12O. The level of theory is ωB97M-V with the def2-TZVPD basis set.

Output
HOMO (alpha / beta)   -15.1 / -14.1 eV
Spin multiplicity   2
Net charge   +1

```
19
C6H12O ωB97M-V with the def2-TZVPD basis set
C -1.75879 0.57125 -0.91658
C -1.62699 -0.60857 -1.59667
C -1.69511 0.51545 0.56599
C -0.25141 0.32277 1.04745
C 0.87551 0.62753 0.41853
C 2.25480 0.61056 0.99281
H -1.62122 1.57203 -1.31013
H -1.23858 -0.58791 -2.61729
H -2.17291 -1.49869 -1.29387
H -2.04945 1.46050 1.00160
H -2.31623 -0.18317 1.14492
H -0.25066 0.01434 2.08942
H 0.85250 0.93061 -0.63169
H 2.73029 -0.33251 1.26993
H 2.86774 1.09353 0.22865
H 2.43975 1.20529 1.89621
H 1.01065 -1.16642 -0.98219
H 0.66637 -2.47104 -0.34138
O 1.28373 -2.07556 -0.96570
```


Q: Which of them is the most stable? A: a.


## a
This record from OMol25 describes a molecular structure, C26H37Cl3GeN3OReSi3. The level of theory is ωB97M-V with the def2-TZVPD basis set.

Output
HOMO (alpha / beta)   -14.4 / -14.4 eV
Spin multiplicity   3
Net charge   +2

```
75
C26H37Cl3GeN3OReSi3 ωB97M-V with the def2-TZVPD basis set
Re -0.57903 -0.82448 -1.05650
N 6.76754 6.28841 -2.64153
C 5.94591 5.50648 -2.46606
C 4.91617 4.52692 -2.24155
C 3.94745 4.75560 -1.26700
C 2.95095 3.81962 -1.05908
C 2.92986 2.64082 -1.80628
C 3.91160 2.41135 -2.77087
C 4.89404 3.35723 -2.99806
C 1.86590 1.64222 -1.57308
C 2.25847 0.33997 -1.18829
C 3.54531 -0.10121 -0.92479
C 3.48207 -1.46859 -0.59309
C 2.16358 -1.82027 -0.64034
N 1.37399 -0.73469 -0.98376
C 0.54670 2.02135 -1.74411
C 0.06272 3.26363 -2.21697
C -1.31585 3.19783 -2.24660
C -1.65594 1.91798 -1.81777
N -0.56300 1.19262 -1.50215
H 3.98045 5.66292 -0.67997
H 2.20251 3.99128 -0.29550
H 3.88646 1.50796 -3.36709
H 5.64421 3.19627 -3.75976
H 4.43359 0.50862 -0.96205
H 4.30729 -2.11527 -0.34529
H 1.72150 -2.78413 -0.45035
H 0.68246 4.09457 -2.51257
H -2.00755 3.96506 -2.55215
H -2.64643 1.50909 -1.71830
C -3.78273 -0.73535 -2.08905
O -2.73159 -0.85859 -1.09609
Si -3.00982 -1.08138 0.60256
C -4.01165 0.37069 1.17247
C -4.01230 -2.61647 0.81873
C -1.12323 -1.18791 0.87175
Si -0.62215 -2.83087 1.85272
C -1.75539 -3.12328 3.30506
C -0.76269 -4.36053 0.76776
C 1.14060 -2.83447 2.47543
Si -0.51583 0.38507 2.01182
C -1.31701 0.09096 3.67446
C -0.99991 2.07715 1.38821
C 1.33314 0.47829 2.21692
H -4.61019 -0.17965 -1.64863
H -4.10961 -1.72876 -2.38641
H -3.39439 -0.20697 -2.95372
H -5.06808 0.10607 1.07558
H -3.83925 1.27116 0.58381
H -3.84626 0.62083 2.22113
H -4.87231 -2.54315 0.14503
H -4.41664 -2.65850 1.83176
H -3.50065 -3.55418 0.60844
H -2.81362 -2.95649 3.11696
H -1.47010 -2.53988 4.17693
H -1.64610 -4.17610 3.58106
H -1.69701 -4.48763 0.21427
H -0.71306 -5.21569 1.45101
H 0.09940 -4.50877 0.10972
H 1.17590 -2.54324 3.52702
H 1.83602 -2.20401 1.92987
H 1.50992 -3.86223 2.41898
H -2.28022 -0.41543 3.65846
H -1.46559 1.07017 4.13755
H -0.65121 -0.47599 4.32555
H -1.97969 2.18971 0.93507
H -0.25005 2.47480 0.70368
H -0.98260 2.71181 2.28020
H 1.73334 -0.24432 2.92233
H 1.52791 1.47403 2.62914
H 1.89220 0.40380 1.28318
Cl -0.89212 -1.24037 -3.43180
Ge -0.80252 -3.23656 -1.92609
Cl 0.71249 -4.44192 -2.75194
Cl -2.66828 -4.14502 -2.35995
```


## b
This record from OMol25 describes a molecular structure, C26H37Cl3GeN3OReSi3. The level of theory is ωB97M-V with the def2-TZVPD basis set.

Output
HOMO (alpha / beta)   -14.2 / -14.1 eV
Spin multiplicity   3
Net charge   +2

```
75
C26H37Cl3GeN3OReSi3 ωB97M-V with the def2-TZVPD basis set
Re 0.17233 -0.07855 0.25888
N 7.46543 7.23994 -0.63215
C 6.65534 6.43209 -0.54185
C 5.64084 5.42158 -0.43130
C 4.63441 5.55187 0.52285
C 3.64834 4.58576 0.61613
C 3.67592 3.48049 -0.23141
C 4.69339 3.34358 -1.17357
C 5.66936 4.31815 -1.28230
C 2.62481 2.44019 -0.11738
C 3.02243 1.16209 0.28842
C 4.29792 0.77396 0.70482
C 4.23538 -0.56715 1.09426
C 2.93013 -0.95611 0.92619
N 2.15457 0.06524 0.43686
C 1.30841 2.79190 -0.38955
C 0.87410 4.06275 -0.80133
C -0.50971 4.01839 -0.91770
C -0.87715 2.72628 -0.59661
N 0.18944 1.94212 -0.28365
H 4.62847 6.40774 1.18334
H 2.86615 4.67932 1.35893
H 4.71148 2.48585 -1.83388
H 6.45282 4.23139 -2.02203
H 5.16048 1.41995 0.72422
H 5.03799 -1.17860 1.47076
H 2.48526 -1.90880 1.13597
H 1.51850 4.90210 -1.00404
H -1.17135 4.81558 -1.21084
H -1.87547 2.33452 -0.58572
C -3.22987 0.58704 0.07379
O -1.99506 -0.17632 0.12126
Si -2.11585 -1.88701 0.35386
C -3.20586 -2.30333 1.79079
C -2.92429 -2.55727 -1.18577
C -0.21530 -1.98313 0.65278
Si 0.70407 -2.09006 -1.43246
C 0.09718 -3.80391 -1.83178
C 0.03510 -0.70682 -2.52765
C 2.54948 -2.17194 -1.61269
Si 0.15397 -3.61003 1.69787
C -0.94796 -5.01331 1.10578
C -0.32749 -3.22756 3.46007
C 1.92146 -4.21661 1.63983
H -4.06749 -0.09356 0.21152
H -3.32950 1.06249 -0.89861
H -3.22939 1.31425 0.88281
H -4.24170 -2.09219 1.51294
H -2.97124 -1.76884 2.70676
H -3.15405 -3.37496 1.98945
H -3.83965 -1.97421 -1.32970
H -3.24758 -3.58791 -1.02673
H -2.36569 -2.51468 -2.11705
H -0.88468 -4.10549 -1.49547
H 0.83852 -4.51015 -1.45473
H 0.11310 -3.87627 -2.92488
H -1.04144 -0.54614 -2.49819
H 0.28588 -1.01074 -3.55190
H 0.55136 0.25229 -2.40314
H 3.03007 -2.83756 -0.89878
H 3.05894 -1.21054 -1.62413
H 2.68039 -2.63019 -2.60122
H -1.91949 -4.72428 0.70201
H -1.15469 -5.63550 1.98114
H -0.46269 -5.65254 0.37000
H -1.40335 -3.27510 3.61828
H 0.04417 -2.29224 3.86977
H 0.11981 -4.03136 4.05387
H 2.33989 -4.35547 0.64261
H 1.87788 -5.20991 2.09798
H 2.61294 -3.63625 2.25011
Cl 1.64900 -0.41543 3.83375
Ge 0.15186 0.60326 2.70294
Cl 0.60003 2.68160 2.87691
Cl -1.72618 0.37969 3.68100
```


Q: Which of them is the most stable? A: a.


## a
This record from OMol25 describes a molecular structure, C16H9Cl2N9O8Pd. The level of theory is ωB97M-V with the def2-TZVPD basis set.

Output
HOMO (alpha / beta)   -7.2 / -7.5 eV
Spin multiplicity   3

```
45
C16H9Cl2N9O8Pd ωB97M-V with the def2-TZVPD basis set
Pd -1.78030 -16.15916 1.05276
Cl -0.20801 -16.99710 6.11637
C -1.73789 -17.10669 5.44720
C -2.86892 -17.45443 6.23398
C -4.13117 -17.53863 5.66762
Cl -5.43703 -17.85933 6.74177
C -4.34832 -17.35458 4.28096
C -5.57223 -17.61360 3.61042
C -5.65133 -17.33897 2.24968
C -4.55299 -16.86211 1.55963
N -3.38541 -16.54868 2.17634
C -3.23623 -16.89040 3.47453
C -1.89482 -16.81257 4.01611
O -0.98952 -16.39673 3.28756
H -2.76710 -17.61049 7.33813
H -6.43840 -17.73936 4.25835
H -6.54748 -17.51031 1.66305
H -4.58914 -16.76170 0.43272
N -0.25802 -11.69621 3.24594
N -0.81633 -12.38532 2.24726
N -1.41237 -11.98502 1.10411
C -1.72096 -13.15146 0.51279
N -1.31964 -14.17635 1.34839
N -0.67792 -13.70065 2.34581
H -0.63448 -10.79699 3.36379
H 0.00986 -12.28746 3.97794
H -2.24423 -13.22637 -0.41888
O -0.64868 -20.61377 -5.25379
N -0.51560 -19.38534 -5.04484
O -0.14931 -18.48980 -5.86555
C -0.82475 -18.90260 -3.71092
C -0.60311 -17.57864 -3.38039
C -1.21367 -17.17732 -2.20896
C -1.97522 -17.99601 -1.34682
O -2.08074 -17.89503 -0.04639
C -2.35215 -19.21222 -2.00798
C -1.65059 -19.79143 -3.06651
N -3.37544 -19.98685 -1.31565
O -4.27081 -19.23983 -0.77227
O -3.39075 -21.20496 -1.47562
N -0.96126 -15.84058 -1.66480
O 0.09128 -15.24962 -1.85106
O -1.86012 -15.33251 -0.87083
H -0.14721 -16.87649 -4.06766
H -1.96978 -20.76676 -3.45322
```


## b
This record from OMol25 describes a molecular structure, C16H9Cl2N9O8Pd. The level of theory is ωB97M-V with the def2-TZVPD basis set.

Output
HOMO (alpha / beta)   -7.2 / -8.4 eV
Spin multiplicity   3

```
45
C16H9Cl2N9O8Pd ωB97M-V with the def2-TZVPD basis set
Pd -0.54465 0.33163 -0.48307
Cl -3.57669 2.52562 -3.63974
C -3.53312 0.85100 -3.28524
C -4.45356 -0.04928 -3.76749
C -4.51578 -1.38398 -3.32447
Cl -5.84356 -2.24324 -3.83378
C -3.46575 -1.90433 -2.45768
C -3.35576 -3.23776 -1.96055
C -2.43648 -3.52449 -0.99732
C -1.57476 -2.51719 -0.52507
N -1.69074 -1.23633 -0.96513
C -2.50255 -0.99724 -2.01489
C -2.49248 0.40336 -2.40217
O -1.57739 1.18634 -1.96737
H -5.21315 0.28857 -4.48315
H -4.10623 -3.97831 -2.33358
H -2.41551 -4.53495 -0.56728
H -0.75936 -2.74727 0.17708
N 4.91148 0.10764 -2.97617
N 4.05470 -0.52936 -2.09401
N 3.91302 -0.25977 -0.80115
C 2.71614 -0.83332 -0.58148
N 2.22812 -1.50642 -1.64799
N 3.09974 -1.36737 -2.61447
H 5.81290 0.17085 -2.45307
H 5.01561 -0.47515 -3.81224
H 2.29938 -0.88477 0.42621
O 1.44810 2.96696 6.36736
N 1.18070 3.40628 5.25256
O 1.00649 4.60622 4.99305
C 1.12751 2.47715 4.14718
C 0.99089 2.99726 2.87281
C 1.01105 2.04316 1.82472
C 0.92659 0.69238 2.03525
O 0.39584 -0.17946 1.25555
C 1.16576 0.27665 3.31453
C 1.19609 1.09565 4.44161
N 1.26376 -1.20657 3.46890
O 1.95269 -1.77646 2.59209
O 0.63648 -1.72722 4.39452
N 1.12006 2.52855 0.52216
O 0.96955 1.68317 -0.48765
O 1.50646 3.65227 0.26258
H 0.88591 4.04622 2.65387
H 1.22251 0.76329 5.47416
```


Q: Which of them is the most stable? A: b.


## a
This record from OMol25 describes 2 unconnected molecules or ions with the total composition C2H8N2. The level of theory is ωB97M-V with the def2-TZVPD basis set.

Output
HOMO (alpha / beta)   -16.3 / -16.3 eV
Spin multiplicity   2
Net charge   +1

```
12
C2H8N2 ωB97M-V with the def2-TZVPD basis set
C 2.24872 -1.25104 -1.23264
H 1.52836 -1.97487 -1.57198
H 1.85508 -0.22781 -1.25237
H 2.64091 -1.44586 -0.23784
H 3.07912 -1.24824 -1.93355
N -0.36563 1.29176 0.93960
C -1.36872 0.57800 0.57833
N -1.10651 -0.52946 -0.08201
H -0.54979 2.24772 1.24536
H 0.52798 1.10079 0.48580
H -2.35185 0.93193 0.90776
H -1.92829 -0.92760 -0.54870
```


## b
This record from OMol25 describes 2 unconnected molecules or ions with the total composition C2H8N2. The level of theory is ωB97M-V with the def2-TZVPD basis set.

Output
HOMO (alpha / beta)   -14.2 / -14.2 eV
Spin multiplicity   2
Net charge   +1

```
12
C2H8N2 ωB97M-V with the def2-TZVPD basis set
C 4.10351 -6.07152 -0.56875
H 3.88680 -6.12600 -1.62693
H 5.14349 -6.29784 -0.33710
H 3.78065 -5.11518 -0.17019
H 3.61551 -6.86249 0.00554
N -0.80599 3.19751 0.28768
C -2.03647 2.65982 0.53612
N -2.36394 1.57998 -0.08039
H -0.44246 2.56711 -0.44232
H -0.77093 4.19465 0.06846
H -2.57320 3.12066 1.36701
H -3.36458 1.36632 -0.03942
```


Q: Which of them is the most stable? A: a.


## a
This record from OMol25 describes 2 unconnected molecules or ions with the total composition C3H10N2O2. The level of theory is ωB97M-V with the def2-TZVPD basis set.

Output
HOMO (alpha / beta)   1.3 / -4.8 eV
Spin multiplicity   2
Net charge   -1

```
17
C3H10N2O2 ωB97M-V with the def2-TZVPD basis set
N 1.78347 -1.18092 1.50605
C 0.54386 -0.48631 1.25517
C 0.30279 -0.15298 -0.25677
N 0.71885 -1.09179 -1.14304
C -0.34820 -1.06197 -2.14794
O -0.18738 0.97797 -0.47204
H 2.48053 -0.54855 1.09814
H 2.03350 -1.12406 2.51937
H -0.18814 -1.03242 1.78749
H 0.63812 0.51505 1.69868
H 0.93218 -1.92059 -0.57647
H -1.37788 -1.08698 -1.65590
H -0.18481 -0.06071 -2.59693
H -0.29610 -1.83537 -2.82597
H -3.10718 2.29540 0.57081
H -1.67385 2.18047 0.40621
O -2.28303 2.61383 0.96338
```


## b
This record from OMol25 describes 2 unconnected molecules or ions with the total composition C3H10N2O2. The level of theory is ωB97M-V with the def2-TZVPD basis set.

Output
HOMO (alpha / beta)   1.2 / -6.3 eV
Spin multiplicity   2
Net charge   -1

```
17
C3H10N2O2 ωB97M-V with the def2-TZVPD basis set
N 0.38556 0.25065 -2.09724
C -0.73503 1.13305 -1.92680
C -1.20337 1.23290 -0.46636
N -1.09319 0.08799 0.21816
C -1.56818 0.03039 1.58439
O -1.64698 2.27822 -0.01719
H 0.41464 -0.34083 -2.91635
H 1.27002 0.61298 -1.78622
H -0.53518 2.16533 -2.21609
H -1.60830 0.79191 -2.48012
H -0.65728 -0.73480 -0.17645
H -2.62858 -0.24531 1.65563
H -1.01236 -0.68977 2.17624
H -1.47898 1.02092 2.01180
H 4.50909 -2.27086 2.69441
H 3.82903 -3.10746 1.66839
O 3.75908 -2.21529 2.07379
```


Q: Which of them is the most stable? A: b.